Below is a structure of composition C44H47CaN3OP3Si in a non-equilibrium geometry, with properties calculated with wB97M-V/def2-TZVPD.

Output
Energy relative to the best compared isomer or geometry (same formula, charge and spin) = 10.09 kcal/mol
E = -107084.0510 eV
HOMO = -9.030 eV
Orbital gap = 6.985 eV
Max |F| = 4.2 eV/A
E_LUMO = -2.05 eV
Charge = +1

Last column: Löwdin charge in e.
Element x y z (Å)
C 3.8381 2.4390 0.1130  -0.0764
C 4.2434 -1.6003 4.0244  -0.0807
P -2.1116 -0.9938 -0.6243  1.0814
O 0.3773 2.8426 -1.5644  -0.6291
H 0.7760 4.6307 -2.5363  0.0481
C -1.4161 3.0473 1.0699  -0.3025
H -1.8150 0.0000 2.8705  -0.0119
N -3.9400 4.0593 -0.2424  -0.1113
C -1.7505 -2.3876 0.5410  -0.3881
H -1.4665 0.8228 -2.8673  0.1058
H 0.1802 0.7263 -4.6952  0.1218
H -2.9080 4.1072 3.6503  0.0930
H -2.2865 1.2522 0.5365  0.0598
H 5.4941 -5.3015 -1.9959  0.0990
C -0.3986 -3.4031 2.2919  -0.0852
C 3.1931 -0.9942 4.6158  -0.0858
Ca 0.8853 0.9010 -0.8836  1.1623
C -3.5860 2.1736 1.9758  -0.1128
C -3.8293 -1.4272 -1.2937  -0.3639
C -0.8755 -0.0859 -2.9656  -0.1738
C -4.0225 -2.1977 -2.4367  -0.0992
C -4.9221 -0.8096 -0.7185  -0.1111
H -4.7513 -0.1898 0.1538  0.0693
C -5.2885 -2.4274 -2.9785  -0.0686
C 0.1363 -0.0134 -3.8987  -0.0860
P 3.0462 -1.6621 0.1159  1.1017
C -6.2212 -1.0473 -1.2121  -0.0583
Si 0.2172 -0.6394 1.7678  0.5468
C 3.1089 -1.4356 1.9501  -0.4213
C 6.8950 -2.3657 -1.2201  -0.0765
C -0.9787 -1.1648 -2.0838  -0.4109
N -2.6042 2.2182 0.7340  -0.0612
C 4.1239 2.6201 -1.2220  -0.0748
H 7.8267 -1.7814 -1.4448  0.1251
H -7.3121 -1.7999 -2.7714  0.1122
H -2.3137 5.3369 -0.8324  0.0883
H 3.5938 -4.3014 -0.8928  0.0878
H 4.2275 3.6753 -1.5753  0.1308
C 0.0200 -2.1373 -2.1354  -0.1170
H 1.4403 4.6415 -0.8082  0.1019
C -0.8957 -4.6771 1.9413  -0.0545
C 3.8513 0.3041 -1.7147  -0.1772
H -0.7945 2.5905 1.8438  0.0750
H -3.1788 -2.5807 -3.0631  0.1221
H -0.0898 -2.9231 -1.3676  0.1206
H -2.5258 2.8478 -1.2173  0.1335
H 3.7453 3.0846 0.9223  0.0974
C 1.0269 -2.0264 -3.0164  -0.1193
H 5.1676 -1.7089 4.5514  0.1041
C 3.6211 0.0263 -0.3641  -0.4420
C 3.5696 1.1590 0.5659  -0.0865
C 4.1447 1.5575 -2.1067  -0.0889
H -2.2211 -5.7396 0.6170  0.1174
H -7.0651 -0.6267 -0.7263  0.0988
C -3.3022 2.7748 -0.4604  -0.1349
H 5.1742 -2.0893 2.1105  0.1197
C -1.8334 -4.7378 0.9027  -0.0868
H -3.4287 5.9432 0.3728  0.0671
H -2.9979 -3.7829 -0.5400  0.0984
H -0.5747 -5.5834 2.5075  0.1196
H 3.5202 0.9514 1.5975  0.0885
H 3.2932 -0.7351 5.6640  0.1142
H -0.6788 -0.6667 4.1265  0.0673
H -3.8544 5.3692 2.8033  0.0918
H -4.0795 2.1014 -0.8211  0.1314
C 4.5021 -3.7541 -0.9560  -0.0917
H 1.1495 -0.4398 4.4163  0.0557
H 4.3483 1.8064 -3.1567  0.1273
H -0.8130 3.1764 0.1799  0.0286
H 5.8149 -0.6049 -0.4530  0.1323
H 2.0246 -0.9037 -4.5562  0.1204
C 6.8142 -3.6665 -1.7269  -0.0754
H -5.5688 -2.9224 -3.9313  0.1284
H -4.3504 1.3773 1.7477  0.1386
C -3.2926 4.4335 2.6707  -0.2995
H -0.3139 4.9018 -1.2624  0.0339
H -0.4786 1.0221 3.6080  0.0350
C 1.9006 -1.1063 2.5961  -0.3322
H 7.5349 -4.1040 -2.3505  0.0951
C -2.3160 -3.6022 0.2813  -0.1243
C -4.8403 3.8324 0.8026  -0.2084
C -0.6761 -2.2960 1.4959  -0.3215
C 1.1226 -1.0093 -3.9429  -0.0688
H -5.4701 4.6677 1.0297  0.1328
C -0.7941 0.0285 3.2026  -0.2779
H 3.8188 -0.4868 -2.4600  0.1154
H 1.9320 -2.7138 -2.8952  0.1344
H -3.0752 1.8436 2.8931  0.1275
C -2.8887 5.0851 0.0728  -0.3227
H -5.4760 2.9646 0.4980  0.1477
C 0.5798 4.2835 -1.5424  -0.2419
C 4.2376 -1.7813 2.6401  -0.0805
C 5.8382 -1.7360 -0.6128  -0.1054
N -4.2375 3.4199 2.0745  -0.1477
H 0.4447 -3.2996 2.9769  0.1010
P -1.8675 4.7939 1.5423  1.0302
C -6.3016 -1.7502 -2.3825  -0.1188
C 2.0079 -0.8367 3.9434  -0.1159
C 4.6301 -2.4454 -0.5221  -0.3785
C 5.6412 -4.3377 -1.5612  -0.0788